# 1
Entry from the OMol25 dataset: 2 unconnected molecules or ions with the total composition C12H14ClFIN4O10P2 at a distorted geometry (ωB97M-V/def2-TZVPD).

Values from the calculation:
Kohn-Sham gap (eV): 5.67
Charge: +1

CARTESIAN COORDINATES (ANGSTROEM)
I -0.421 1.947 1.704
Cl 1.207 2.133 -5.974
P -1.115 -0.625 -0.369
P -0.058 2.111 -4.300
F 3.703 -0.218 -3.039
O -0.921 0.717 -4.450
O -1.463 -1.743 -1.548
O 0.583 -4.328 3.802
O -1.933 -0.274 6.095
O 1.406 -1.507 -1.979
O -0.717 -2.068 7.698
O 3.423 0.158 -5.149
O -0.562 -2.482 2.201
O -2.566 -0.396 0.390
O -0.116 -1.226 0.501
N 0.509 3.178 -0.821
N 1.560 -0.650 -4.049
N 0.994 4.289 -2.812
N 1.085 1.960 -2.909
C 2.934 -0.214 -4.176
C -1.348 -1.187 5.539
C -0.570 2.234 -0.430
C -0.570 0.901 -1.300
C -0.659 -2.225 6.370
C 0.028 -3.401 4.358
C 1.240 -0.537 -2.605
C -0.639 -2.347 3.526
C 0.827 0.825 -1.974
C -0.019 -3.259 5.810
C -1.282 -1.315 4.089
C 0.879 3.126 -2.172
H -1.393 1.087 -2.037
H 1.815 4.512 -3.369
H -2.938 0.452 0.086
H -2.031 -1.253 -2.175
H 0.479 -4.015 6.400
H -1.234 -1.252 7.845
H -1.769 -0.549 3.500
H 1.333 3.099 -0.213
H -1.400 0.667 -5.297
H -0.051 -3.302 2.050
H 1.553 -1.645 -4.296
H 0.179 4.900 -2.771
H -1.526 2.769 -0.605
H 1.567 0.952 -1.147



# 2
Entry from the OMol25 dataset: a molecular structure, C12H14F9MnN2O4S3Si at a distorted geometry (ωB97M-V/def2-TZVPD).

Values from the calculation:
Kohn-Sham gap (spin up / spin down) (eV): 6.47 / 8.34
Spin multiplicity: 5

CARTESIAN COORDINATES (ANGSTROEM)
Mn 0.126 -0.478 -0.018
S -2.354 -1.775 1.464
S 0.159 -1.772 2.307
S 0.971 -1.913 -1.961
Si 1.984 2.139 0.895
F 0.866 -3.608 4.000
F -4.161 0.108 1.765
F -2.233 0.872 1.177
F -1.427 -2.939 -5.675
F -2.578 0.236 3.223
F -0.733 -3.856 -3.847
F 0.618 -2.654 -5.038
F 2.230 -1.932 3.825
F 0.367 -1.705 4.910
O 0.224 -0.305 2.206
O 0.896 -2.388 1.229
O -1.677 -1.577 0.172
O -3.564 -2.509 1.481
N -0.813 -0.030 -1.996
N -1.313 -2.282 2.547
C -1.883 0.656 -2.406
C 1.589 0.896 -0.474
C 2.961 3.471 0.009
C -0.645 -2.745 -4.592
C -0.380 -1.119 -2.665
C -1.071 -1.516 -3.832
C -2.162 -0.792 -4.256
C 0.956 -2.296 3.884
C -2.861 -0.026 1.960
C -2.586 0.326 -3.539
C 3.042 1.390 2.239
C 0.424 2.898 1.601
H -2.164 1.509 -1.799
H 2.482 0.325 -0.733
H -2.694 -1.101 -5.144
H 2.323 4.034 -0.676
H 1.262 1.421 -1.372
H -0.326 3.057 0.823
H -3.435 0.912 -3.856
H 3.787 3.050 -0.567
H 3.380 4.176 0.732
H -0.016 2.259 2.369
H 4.068 1.243 1.894
H 0.639 3.867 2.056
H 2.653 0.427 2.566
H 3.072 2.048 3.110



# 3
Entry from the OMol25 dataset: a molecular structure, C12H14FFeIN2 at a distorted geometry (ωB97M-V/def2-TZVPD).

Values from the calculation:
Kohn-Sham gap (spin up / spin down) (eV): 7.64 / 7.53
Spin multiplicity: 5

CARTESIAN COORDINATES (ANGSTROEM)
I 0.333 -3.207 -0.581
Fe -0.889 -1.440 0.614
F -0.632 -0.440 2.332
N -0.820 0.606 -0.577
N 1.317 -0.395 0.668
C -2.026 -2.633 1.529
C 0.378 1.195 -0.843
C -1.940 1.232 -0.986
C 2.281 -0.738 1.535
C 0.459 2.373 -1.613
C -0.704 2.986 -2.072
C 3.896 0.690 0.449
C 2.870 1.112 -0.387
C -2.581 -1.707 -0.131
C -1.927 2.415 -1.738
C 1.560 0.609 -0.197
C 3.588 -0.225 1.457
H -1.019 -3.030 1.745
H 1.437 2.786 -1.817
H 4.327 -0.568 2.180
H 3.036 1.828 -1.184
H -0.652 3.891 -2.667
H -2.882 2.836 -2.044
H 2.001 -1.445 2.317
H 4.905 1.073 0.327
H -3.215 -0.864 0.203
H -2.517 -2.087 2.358
H -1.879 -1.531 -0.969
H -2.626 -3.526 1.265
H -3.194 -2.556 -0.458
H -2.884 0.759 -0.717



# 4
Entry from the OMol25 dataset: 2 unconnected molecules or ions with the total composition C12H14IN2 at a distorted geometry (ωB97M-V/def2-TZVPD).

Values from the calculation:
Kohn-Sham gap (eV): 3.91
Charge: +1

CARTESIAN COORDINATES (ANGSTROEM)
I -3.537 -1.316 -2.201
N -2.174 1.979 1.847
N 2.414 -1.894 -1.713
C 0.086 1.584 1.236
C 2.882 -1.186 -0.671
C 0.672 -0.360 -0.244
C -0.299 0.447 0.524
C 3.322 -2.691 -2.558
C 0.218 -1.134 -1.316
C 2.034 -0.383 0.055
C -2.568 0.873 1.178
C -0.868 2.300 1.918
C -1.644 0.084 0.562
C -3.194 2.753 2.565
C 1.122 -1.819 -2.082
H -3.858 3.300 1.906
H -0.667 3.260 2.373
H 3.559 -2.138 -3.466
H 1.079 2.004 1.311
H 2.822 -3.627 -2.782
H -0.824 -1.054 -1.607
H -1.953 -0.859 0.120
H -3.720 2.033 3.193
H -3.634 0.696 1.194
H 4.270 -2.881 -2.062
H 3.936 -1.271 -0.456
H -2.732 3.401 3.307
H 0.830 -2.319 -2.995
H 2.425 0.216 0.864



# 5
Entry from the OMol25 dataset: a molecular structure, C12H14IN3O3Re at a distorted geometry (ωB97M-V/def2-TZVPD).

Values from the calculation:
Kohn-Sham gap (spin up / spin down) (eV): 6.68 / 7.18
Charge: +2
Spin multiplicity: 4

CARTESIAN COORDINATES (ANGSTROEM)
Re 0.351 -0.092 0.889
I 2.744 -0.168 0.529
O -1.078 -0.285 5.694
O 1.049 0.193 5.393
O -0.754 1.080 3.188
N -0.028 1.325 -0.767
N 0.130 -0.632 5.666
N -0.297 -1.329 -0.726
C -0.583 -2.871 -3.028
C -0.174 0.714 -1.980
C 0.138 2.665 -0.710
C 0.150 1.540 2.119
C 0.340 -1.533 2.310
C 0.179 3.450 -1.854
C -0.446 -2.673 -0.619
C 0.079 2.840 -3.105
C -0.485 -1.490 -3.127
C -0.342 -0.726 -1.958
C -0.099 1.462 -3.169
C -0.554 -3.467 -1.762
H 0.302 4.521 -1.692
H -0.283 1.424 3.969
H -0.397 2.409 1.705
H -0.610 -4.547 -1.633
H -0.468 -3.085 0.393
H -0.707 -1.564 2.690
H 1.092 -1.460 3.117
H -0.486 -0.956 -4.076
H 0.151 3.436 -4.013
H 0.516 -2.528 1.850
H -0.170 0.916 -4.108
H 1.162 1.731 2.499
H 0.246 3.166 0.255
H -0.667 -3.468 -3.939



# 6
Entry from the OMol25 dataset: a molecular structure, C12H14N2O at a distorted geometry (ωB97M-V/def2-TZVPD).

Values from the calculation:
Kohn-Sham gap (eV): 9.05

CARTESIAN COORDINATES (ANGSTROEM)
O -1.556 -1.359 2.115
N -1.217 -2.723 0.392
N -1.480 -0.989 -2.465
C 3.039 -0.637 -1.159
C -1.294 1.149 0.316
C -1.061 -0.603 -1.456
C 2.836 -0.027 1.141
C 0.862 -0.250 -0.095
C -0.755 2.371 -0.311
C 3.600 -0.179 0.036
C -1.284 -1.558 0.968
C 1.488 -0.116 1.152
C -2.846 1.093 0.176
C -0.569 -0.184 -0.252
C 1.674 -0.548 -1.234
H -1.344 3.401 0.029
H -0.957 2.319 -1.368
H -3.102 1.091 -0.894
H -3.142 0.118 0.703
H 0.783 -0.104 1.968
H 3.340 0.329 2.077
H -3.111 1.898 0.735
H 1.147 -0.696 -2.222
H 3.591 -1.063 -1.996
H -1.496 -3.568 0.892
H 0.297 2.542 -0.032
H 4.697 0.061 0.086
H -1.071 -2.902 -0.666
H -1.071 1.133 1.364



# 7
Entry from the OMol25 dataset: C12H14N2S in the gas phase at a distorted geometry (ωB97M-V/def2-TZVPD).

Values from the calculation:
Kohn-Sham gap (eV): 9.08

CARTESIAN COORDINATES (ANGSTROEM)
S -1.251 -1.317 -1.198
N -4.248 2.559 -0.515
N -3.305 0.360 -0.219
C -3.802 1.449 -0.324
C -0.500 -0.160 -0.083
C 3.719 -0.719 -1.000
C -0.412 -0.012 1.219
C 3.859 1.258 0.461
C 2.361 -0.447 -1.228
C 2.538 1.572 0.139
C 1.804 0.639 -0.635
C 4.414 0.120 -0.154
C -2.625 -1.983 -0.149
C 0.346 0.862 -0.889
C -3.348 -0.823 0.625
H -0.753 -0.722 1.793
H -3.258 -2.391 -0.896
H 2.024 2.546 0.388
H -2.550 -2.651 0.695
H 4.537 1.920 0.823
H -4.925 2.946 -1.101
H 0.304 0.729 1.461
H -0.053 1.794 -0.585
H -4.384 -1.212 0.671
H 4.297 -1.639 -1.238
H 0.148 0.654 -1.883
H 5.372 -0.136 0.012
H 1.550 -1.126 -1.599
H -2.776 -0.614 1.569



# 8
Entry from the OMol25 dataset: a gas-phase ion, C12H14N3 (charge +1) at a distorted geometry (ωB97M-V/def2-TZVPD).

Values from the calculation:
Kohn-Sham gap (spin up / spin down) (eV): 6.50 / 6.58
Charge: +1

CARTESIAN COORDINATES (ANGSTROEM)
N -0.159 0.967 -0.406
N -3.043 -1.630 -0.375
N 2.052 -2.221 -0.873
C -1.880 -2.106 -0.599
C 2.452 -1.060 -0.928
C 0.119 -2.536 0.333
C 2.222 0.179 -0.020
C 1.400 -2.839 0.179
C -3.268 -0.436 0.251
C 1.223 1.183 -0.454
C 2.007 -0.069 1.409
C -0.831 -0.038 0.197
C -0.726 -1.541 -0.085
C -2.143 0.257 0.625
C -0.925 2.010 -1.000
H -4.212 -0.178 0.611
H 2.720 -0.882 1.683
H -0.729 1.928 -2.044
H 3.251 0.726 -0.148
H -1.890 -3.044 -1.103
H 1.895 -3.668 0.716
H -0.716 2.938 -0.586
H 3.010 -0.718 -1.762
H -3.869 -2.027 -0.823
H 1.058 -0.186 1.746
H 1.407 2.062 -1.035
H -2.157 1.193 1.001
H 2.349 0.773 1.974
H -1.935 1.772 -0.873



# 9
Entry from the OMol25 dataset: 2 unconnected molecules or ions with the total composition C12H14N3 at a distorted geometry (ωB97M-V/def2-TZVPD).

Values from the calculation:
Kohn-Sham gap (eV): 8.28
Charge: +1

CARTESIAN COORDINATES (ANGSTROEM)
N 0.205 -1.197 -0.766
N 2.478 -2.033 1.245
N -3.431 0.364 0.326
C 2.243 0.990 -0.963
C -3.395 -0.631 -0.606
C -2.264 0.978 0.695
C -1.098 0.447 0.252
C 2.742 -0.802 0.648
C -4.676 0.936 0.632
C 4.421 0.904 0.018
C 3.467 1.618 -0.737
C 4.035 -0.259 0.660
C -2.251 -1.198 -1.141
C -0.995 -0.678 -0.631
C 1.950 -0.124 -0.250
H -2.201 1.755 1.289
H 5.418 1.269 0.116
H -4.990 1.705 0.054
H 3.539 2.486 -1.296
H -4.443 -0.857 -0.953
H 3.325 -2.441 1.610
H -4.754 1.220 1.599
H -5.561 0.327 0.646
H 0.311 -1.809 -1.521
H 1.699 1.569 -1.688
H 1.796 -2.578 0.756
H -2.189 -2.048 -1.809
H 4.744 -0.841 1.201
H -0.123 0.930 0.612



# 10
Entry from the OMol25 dataset: a gas-phase ion, C12H14N3 (charge +1) at a distorted geometry (ωB97M-V/def2-TZVPD).

Values from the calculation:
Kohn-Sham gap (eV): 8.77
Charge: +1

CARTESIAN COORDINATES (ANGSTROEM)
N -0.446 -0.002 1.162
N -0.338 2.944 -1.046
N -2.473 -0.185 1.996
C 0.608 -0.347 -1.857
C 2.507 1.121 -1.128
C 2.959 -1.095 -2.120
C -1.437 0.626 1.777
C 0.278 1.993 -1.027
C 3.397 0.240 -1.678
C 1.671 -1.409 -2.064
C 1.063 0.750 -0.919
C 0.932 0.300 0.784
C -3.784 0.240 2.438
C -0.994 -1.207 0.795
C -2.282 -1.273 1.221
H -0.305 -1.888 0.266
H 3.783 -1.756 -2.157
H -4.034 -0.215 3.320
H 2.702 2.099 -0.892
H -3.842 1.241 2.804
H -4.513 -0.057 1.737
H 1.306 -2.352 -2.588
H 1.689 -0.456 0.870
H -3.069 -1.972 1.097
H -0.366 -0.760 -1.704
H 1.263 1.142 1.362
H 0.696 0.267 -2.866
H -1.388 1.492 2.432
H 4.416 0.517 -2.016



# 11
Entry from the OMol25 dataset: C12H15BrN2O3S in the gas phase (ωB97M-V/def2-TZVPD).

Values from the calculation:
Kohn-Sham gap (eV): 9.96

CARTESIAN COORDINATES (ANGSTROEM)
Br -7.499 0.532 -0.128
S -1.407 -1.451 0.319
O -0.884 -1.048 1.599
O -1.329 -2.830 -0.048
O 1.988 -0.363 -1.423
N 3.159 0.402 0.342
N -0.766 -0.566 -0.937
C 6.658 0.840 0.377
C 0.822 0.950 0.239
C 2.030 0.264 -0.381
C -3.856 -1.275 -0.881
C -3.647 -0.125 1.226
C -4.959 0.308 1.128
C -0.419 0.808 -0.649
C 5.479 0.873 -0.213
C -5.702 -0.060 0.017
C -5.168 -0.850 -0.990
C 4.427 -0.181 -0.050
C -3.111 -0.908 0.223
H 1.043 2.007 0.402
H 6.945 0.028 1.025
H 5.204 1.694 -0.862
H -3.399 -1.895 -1.635
H 0.617 0.477 1.201
H 4.741 -0.926 0.688
H 7.393 1.613 0.228
H -0.253 1.310 -1.606
H -5.771 -1.126 -1.842
H -1.282 1.262 -0.155
H 3.135 0.914 1.210
H -3.033 0.127 2.076
H 4.243 -0.682 -1.006
H 0.003 -1.043 -1.394
H -5.400 0.919 1.900



# 12
Entry from the OMol25 dataset: a molecular structure, C12H15ClO3Zr at a distorted geometry (ωB97M-V/def2-TZVPD).

Values from the calculation:
Kohn-Sham gap (eV): 6.70
Charge: +2

CARTESIAN COORDINATES (ANGSTROEM)
Zr -0.193 0.022 -0.157
Cl -2.685 -0.938 -0.188
O -0.938 1.232 1.777
O 2.371 1.225 1.786
O -0.311 -2.148 2.370
C -2.601 1.540 3.417
C -0.132 -1.400 1.474
C -1.437 0.817 4.094
C 0.890 0.975 -2.042
C 0.957 -1.352 -1.824
C 1.732 -0.135 -1.684
C -0.433 0.458 -2.406
C 1.510 0.770 1.079
C -1.603 1.232 -2.825
C -2.384 1.073 1.994
C -0.296 1.181 3.125
C -0.356 -0.991 -2.265
H 1.311 -2.361 -1.627
H 1.162 2.026 -2.043
H 0.471 0.435 3.214
H -3.544 1.221 3.792
H 2.768 -0.076 -1.373
H -2.516 0.683 -2.576
H -1.574 1.404 -3.905
H -2.573 -0.016 1.970
H -2.928 1.600 1.235
H -1.632 2.206 -2.321
H -1.209 1.140 5.087
H -2.460 2.604 3.474
H -1.589 -0.252 4.070
H 0.067 2.179 3.285
H -1.201 -1.654 -2.405



# 13
Entry from the OMol25 dataset: a molecular structure, C12H15F5InO12S at a distorted geometry (ωB97M-V/def2-TZVPD).

Values from the calculation:
Kohn-Sham gap (eV): 4.23
Charge: -1

CARTESIAN COORDINATES (ANGSTROEM)
In -0.352 -0.825 1.401
S 0.590 1.471 1.888
F -2.245 -1.762 -2.348
F -1.457 -6.294 -3.742
F -0.163 7.410 3.491
F -2.463 -0.682 1.226
F 6.331 2.869 1.577
O 1.155 3.473 1.939
O 0.509 5.344 0.836
O -5.582 -1.748 -1.569
O 0.693 5.373 3.091
O -4.194 -2.532 -3.166
O 1.100 -5.817 -0.160
O 4.219 2.120 1.752
O 2.280 1.066 1.162
O -6.379 -3.122 -3.176
O -0.035 -6.455 -2.010
O 4.260 0.554 0.122
O -0.769 -4.710 -0.779
C 0.641 6.711 2.650
C -5.470 -2.524 -2.680
C 0.817 4.620 1.954
C -1.589 -4.789 -1.938
C 5.555 1.136 0.185
C 0.186 -5.671 -0.912
C -4.261 -1.328 -1.230
C -1.369 -6.197 -2.392
C 0.030 6.601 1.287
C 3.482 1.233 1.023
C -3.545 -1.442 -2.536
C 5.566 1.748 1.551
H -3.853 -1.992 -0.465
H -4.261 -0.309 -0.844
H 5.659 1.880 -0.610
H 0.309 -1.446 -0.162
H -2.034 -6.929 -1.924
H 5.881 1.067 2.347
H -2.633 -4.588 -1.693
H -1.253 -4.051 -2.671
H 1.648 7.140 2.659
H 0.916 1.500 3.246
H 6.332 0.380 0.060
H 0.350 7.404 0.620
H -1.063 6.584 1.316
H 0.085 -1.918 2.791
H -3.620 -0.553 -3.169



# 14
Entry from the OMol25 dataset: 3 unconnected molecules or ions with the total composition C12H15F9O6 at a distorted geometry (ωB97M-V/def2-TZVPD).

Values from the calculation:
Kohn-Sham gap (eV): 11.45

CARTESIAN COORDINATES (ANGSTROEM)
F 2.892 -5.690 -1.314
F 2.119 5.195 -1.172
F 0.202 5.192 -0.015
F 0.127 5.739 -2.161
F -2.782 -0.985 3.022
F 1.563 -5.917 -3.166
F 3.083 -4.472 -3.059
F -3.862 0.134 1.551
F -2.356 -1.355 0.916
O -1.924 1.962 2.187
O -0.620 3.009 -2.107
O -0.336 0.393 1.541
O 1.185 -2.770 -2.107
O 0.509 -4.493 -0.739
O 1.623 2.632 -1.386
C -2.627 -0.354 1.841
C -1.479 0.769 1.788
C 2.174 -5.061 -2.362
C 1.520 1.274 -1.521
C 2.714 0.419 -0.889
C -1.620 4.456 2.596
C 0.765 4.953 -1.210
C 1.262 -3.926 -1.721
C -0.489 -3.747 -0.009
C -0.999 2.997 2.280
C -1.545 -4.636 0.470
C 0.522 3.421 -1.616
H -2.252 4.263 3.526
H 0.649 0.569 -1.170
H -2.375 4.817 1.870
H -1.037 -3.175 -0.781
H -1.202 -5.411 1.241
H 2.525 0.477 0.190
H 2.659 -0.653 -1.158
H -0.315 3.227 1.278
H -2.525 -4.443 0.944
H -1.970 -5.324 -0.236
H -0.827 5.054 2.884
H 0.108 -3.025 0.555
H -0.247 2.559 3.000
H 3.655 0.930 -1.159
H 1.515 1.004 -2.608